This record from the Open Molecules 2025 dataset describes a structure of composition C20H49IO4Si. The level of theory is ωB97M-V with the def2-TZVPD basis set.

For the LUMO energy, the calculation gives 0.6 eV. For the HOMO-LUMO gap, the calculation gives 9.6381 eV. Its largest force on an atom is 0.17 eV Å⁻¹.

Element x y z (Å)
C1 5.360 0.145 0.945
C2 4.251 0.464 -0.051
C3 4.743 1.411 -1.168
I1 4.641 0.507 -3.122
Si1 3.914 3.104 -1.253
C4 2.053 3.091 -1.415
C5 1.232 2.487 -0.268
C6 -0.249 2.847 -0.344
C7 -1.089 2.127 0.711
C8 -1.338 0.641 0.441
C9 -2.033 0.372 -0.904
C10 -1.117 0.060 -2.091
O1 -0.015 -0.727 -1.682
C11 1.115 -0.671 -2.530
H1 6.220 -0.292 0.429
H2 5.703 1.048 1.458
H3 5.030 -0.564 1.706
H4 3.408 0.922 0.476
H5 3.864 -0.463 -0.480
H6 5.815 1.584 -1.044
H7 4.494 3.840 -2.398
H8 4.292 3.814 -0.001
H9 1.790 4.156 -1.512
H10 1.772 2.634 -2.372
H11 1.628 2.843 0.694
H12 1.342 1.397 -0.258
H13 -0.362 3.930 -0.222
H14 -0.618 2.620 -1.351
H15 -0.591 2.235 1.683
H16 -2.068 2.609 0.801
H17 -1.989 0.270 1.239
H18 -0.418 0.056 0.503
H19 -2.631 1.253 -1.174
H20 -2.740 -0.456 -0.792
H21 -0.754 0.969 -2.588
H22 -1.708 -0.493 -2.836
H23 0.952 -0.002 -3.382
H24 1.980 -0.307 -1.968
H25 1.343 -1.669 -2.917
C12 7.022 -3.208 5.421
C13 5.863 -2.643 4.617
C14 4.825 -3.700 4.281
O2 6.332 -1.995 3.434
H26 7.530 -3.991 4.851
H27 7.745 -2.426 5.652
H28 6.671 -3.648 6.356
H29 5.388 -1.840 5.186
H30 5.277 -4.496 3.681
H31 4.005 -3.264 3.712
H32 4.420 -4.153 5.187
H33 6.769 -2.655 2.885
C15 -6.476 1.878 -0.091
C16 -5.275 1.457 0.738
C17 -5.669 0.624 1.944
O3 -4.499 2.593 1.130
H34 -7.157 2.487 0.509
H35 -6.160 2.465 -0.953
H36 -7.028 1.005 -0.443
H37 -4.593 0.875 0.114
H38 -6.328 1.198 2.602
H39 -4.785 0.332 2.510
H40 -6.199 -0.278 1.635
H41 -5.039 3.147 1.704
C18 -3.712 -2.555 -3.329
C19 -5.060 -2.484 -2.633
C20 -6.214 -2.395 -3.617
O4 -5.094 -1.392 -1.709
H42 -3.554 -1.649 -3.923
H43 -2.909 -2.625 -2.594
H44 -3.648 -3.411 -4.001
H45 -5.191 -3.367 -2.003
H46 -6.116 -1.496 -4.233
H47 -7.166 -2.348 -3.088
H48 -6.226 -3.258 -4.284
H49 -4.975 -0.577 -2.211